Entry 1:
Formula: C25H62BN8O8P
Source: the OMol25 dataset
Level of theory: wB97M-V/def2-TZVPD

Cartesian coordinates (Å):
1 C -0.057674 -2.517630 4.051404
2 O -0.671027 -1.586358 3.187324
3 C 0.135205 -1.314262 2.048129
4 C -0.712810 -1.254655 0.793386
5 C 0.072790 -0.711406 -0.431963
6 B 0.990765 -1.781269 -1.087467
7 P 2.573750 -2.568571 -0.283325
8 N 2.423024 -4.135473 -0.151330
9 H 0.981149 -2.243227 4.266170
10 H -0.617306 -2.530274 4.985749
11 H -0.067868 -3.524540 3.614685
12 H 0.678908 -0.372997 2.203712
13 H 0.885664 -2.103151 1.950202
14 H -1.086924 -2.265176 0.601669
15 H -1.586698 -0.628127 0.977720
16 H -0.644912 -0.339411 -1.166050
17 H 0.683807 0.143677 -0.121891
18 H 0.733464 -2.291771 -2.133865
19 H 2.788070 -1.896288 0.939437
20 H 3.655880 -2.052498 -1.030118
21 H 3.154255 -4.625349 -0.652902
22 C 0.258103 4.456549 -1.520737
23 N 0.956940 3.211686 -1.779146
24 C 0.740982 2.538698 -3.046176
25 C 1.768053 2.628062 -0.885784
26 O 2.315101 1.550204 -1.067131
27 H -0.819286 4.287941 -1.538557
28 H 0.524716 5.220528 -2.252821
29 H 0.526734 4.829409 -0.533366
30 H 0.315666 1.544922 -2.894272
31 H 1.678027 2.418260 -3.590589
32 H 0.055534 3.139512 -3.640954
33 H 1.874146 3.200417 0.049508
34 C 6.126730 -6.284547 1.229895
35 N 5.605948 -6.079880 -0.106402
36 C 4.726222 -7.079490 -0.684948
37 C 5.891636 -4.976415 -0.819952
38 O 5.463919 -4.735121 -1.937303
39 H 6.733297 -7.192505 1.280136
40 H 5.321013 -6.347800 1.960605
41 H 6.757259 -5.436480 1.495672
42 H 5.143131 -7.474318 -1.612385
43 H 3.744120 -6.664894 -0.910900
44 H 4.608728 -7.888123 0.033334
45 H 6.591733 -4.301967 -0.299591
46 C -0.885766 9.855969 -1.033656
47 N 0.190760 8.993944 -1.456480
48 C 1.332940 8.802000 -0.582067
49 C 0.143631 8.301012 -2.605672
50 O 1.011853 7.537268 -2.989304
51 H -0.541748 10.883960 -0.897630
52 H -1.315650 9.497800 -0.096425
53 H -1.664910 9.855060 -1.795767
54 H 2.256467 9.099739 -1.079371
55 H 1.413984 7.754944 -0.292900
56 H 1.188402 9.404260 0.312262
57 H -0.777313 8.488521 -3.185382
58 C -4.123770 5.299313 1.275711
59 N -2.875550 6.021046 1.400819
60 C -2.394160 6.399659 2.716409
61 C -2.124988 6.339776 0.331080
62 O -1.055839 6.924721 0.396424
63 H -4.961941 5.890795 1.650516
64 H -4.086952 4.356122 1.823895
65 H -4.285411 5.059867 0.226539
66 H -2.279238 7.481475 2.794587
67 H -1.423404 5.947275 2.921678
68 H -3.112273 6.060265 3.459939
69 H -2.568252 6.016824 -0.623642
70 C -2.495630 -6.402316 -0.518492
71 N -2.435078 -5.199162 -1.313760
72 C -1.145457 -4.585843 -1.578525
73 C -3.541943 -4.614157 -1.816259
74 O -3.540719 -3.595000 -2.478870
75 H -2.091395 -6.236713 0.483170
76 H -1.933073 -7.215455 -0.982507
77 H -3.534687 -6.715626 -0.421240
78 H -1.128569 -3.560308 -1.209240
79 H -0.942133 -4.546156 -2.649057
80 H -0.359796 -5.153302 -1.083956
81 H -4.469050 -5.156251 -1.561913
82 C 0.021563 -6.606903 4.204784
83 N 1.462688 -6.697101 4.272454
84 C 2.089670 -7.524144 5.285443
85 C 2.256210 -6.080760 3.366931
86 O 3.468073 -6.192193 3.358027
87 H -0.415208 -6.205458 5.120858
88 H -0.421215 -7.584429 3.997645
89 H -0.234575 -5.943339 3.378687
90 H 2.762694 -6.935142 5.909235
91 H 2.676974 -8.322975 4.830800
92 H 1.312206 -7.960814 5.909361
93 H 1.708696 -5.466222 2.634287
94 C -4.411926 2.513169 -4.273510
95 N -3.899795 3.273877 -3.153364
96 C -3.929857 4.723953 -3.203348
97 C -3.369958 2.677948 -2.069032
98 O -2.920199 3.277822 -1.106934
99 H -3.865888 2.744018 -5.190138
100 H -5.470972 2.719186 -4.439581
101 H -4.297782 1.450630 -4.064996
102 H -2.923441 5.138538 -3.124837
103 H -4.529993 5.133504 -2.388914
104 H -4.367812 5.031002 -4.150596
105 H -3.363457 1.578610 -2.132989

Forces on atoms 1 to 2 (eV/Å):
C -0.042 0.061 0.067
O 0.046 -0.098 -0.118

- HOMO-LUMO gap: 8.17 eV
- SMILES string: COCCCB[PH2]=N.CN(C)C=O.CN(C)C=O.CN(C)C=O.CN(C)C=O.CN(C)C=O.CN(C)C=O.CN(C)C=O
- Spin multiplicity: 1
- E_LUMO: 0.2 eV

Entry 2:
Formula: C6H14NO
Source: the OMol25 dataset
Level of theory: wB97M-V/def2-TZVPD

Cartesian coordinates (Å):
1 C 3.790125 -0.401907 -0.908312
2 C 3.019633 0.119936 0.405076
3 C 1.690448 0.663167 0.006914
4 C -1.938557 0.353442 1.365474
5 O -2.239036 1.511480 2.180694
6 C -0.897909 0.518158 0.416844
7 C 0.489491 0.311127 0.679926
8 N -4.580936 -1.031316 -1.860123
9 H 4.916867 -0.327626 -0.908880
10 H 3.570751 0.337169 -1.835140
11 H 3.647495 0.937287 0.766847
12 H 2.889179 -0.728237 1.180566
13 H 1.621116 1.411256 -0.832539
14 H -5.138455 -1.330976 -2.637803
15 H -2.876345 -0.028878 0.859437
16 H -1.467457 -0.409502 2.001159
17 H -1.388373 1.983231 2.266777
18 H -1.000626 1.043523 -0.559860
19 H 0.637440 -0.542167 1.436412
20 H 3.559619 -1.594110 -0.924389
21 H -4.720253 -1.695731 -1.049606
22 H -3.584218 -1.099336 -2.049482

Forces on atoms 1 to 2 (eV/Å):
C -0.003 -0.792 -0.966
C -0.174 -1.265 -0.572

- HOMO-LUMO gap: 5.40 eV
- Charge: +1
- Spin multiplicity: 1
- E_LUMO: -7.2 eV
- ΔE to the lowest compared entry with this formula, charge and spin: 4.6458 eV

Entry 3:
Formula: C5H7N
Source: the OMol25 dataset
Level of theory: wB97M-V/def2-TZVPD

Cartesian coordinates (Å):
1 C 2.591867 -0.902142 -1.014760
2 C 1.794308 -0.536560 -0.189161
3 C 0.645266 0.213420 0.257866
4 C -0.164251 0.608482 1.453163
5 N -0.626854 -0.384641 0.517053
6 C -1.708165 -0.257452 -0.436616
7 H 3.216560 -0.956249 -1.873394
8 H 0.748260 1.052262 -0.446504
9 H -0.506428 1.644986 1.348324
10 H -0.025014 0.287233 2.483062
11 H -1.426061 -0.849814 -1.314727
12 H -1.915175 0.775025 -0.759934
13 H -2.624311 -0.694555 -0.024371

Forces on atoms 1 to 2 (eV/Å):
C -0.243 0.435 0.284
C 0.514 -0.599 -0.097

- HOMO-LUMO gap: 10.51 eV
- SMILES string: C#C[C@@H]1CN1C
- Spin multiplicity: 1
- E_LUMO: 1.0 eV
- ΔE to the lowest compared entry with this formula, charge and spin: 4.0439 eV

| no. | E (eV) |
| --- | --- |
| 1 | -65194.67758 |
| 2 | -9975.59902 |
| 3 | -6784.46865 |